(1)
Entry from the OMol25 dataset: an isolated molecule of C2H6N4S (ωB97M-V with the def2-TZVPD basis set).

The calculation puts the orbital gap at 9.98 eV. Its charge is 0. The SMILES is [H]/N=C(/NS)NN=C. Its HOMO energy is -9.209 eV. Its relative energy (zero: lowest compared OMol25 entry of this formula, charge and spin) is 49.5 kcal/mol. Its max |F| is 0.04641 hartree/bohr.

CARTESIAN COORDINATES (ANGSTROEM)
C: -0.02 0.54 -0.38
C: -0.61 -1.47 1.56
H: 0.65 -0.05 -2.86
H: 1.90 1.09 -0.55
H: -1.60 -0.44 -0.30
H: 0.28 1.44 1.41
H: -0.24 -1.91 0.62
H: -1.17 -2.05 2.28
N: 0.98 1.29 -0.95
N: -0.99 0.04 -0.99
N: 0.18 0.55 0.99
N: -0.47 -0.26 1.88
S: 1.09 1.22 -2.71

Charges per atom according to natural (NBO) partitioning, unit e: C 0.53; C -0.15; H 0.13; H 0.40; H 0.35; H 0.39; H 0.17; H 0.19; N -0.73; N -0.72; N -0.50; N -0.22; S 0.15

---

(2)
Entry from the OMol25 dataset: an isolated molecule of C2H6N4S (ωB97M-V with the def2-TZVPD basis set).

The calculation puts the orbital gap (alpha / beta) at 6.15 / 6.15 eV. Its charge is 0. Its HOMO energy (alpha / beta) is -8.293 / -8.294 eV. Its relative energy (zero: lowest compared OMol25 entry of this formula, charge and spin) is 184.8 kcal/mol. Its max |F| is 0.05979 hartree/bohr.

CARTESIAN COORDINATES (ANGSTROEM)
C: 0.26 0.72 0.60
C: 0.36 -0.80 0.73
N: -0.60 1.35 1.35
N: -0.05 0.96 -0.94
N: -1.42 0.79 -1.28
N: -2.19 1.66 -0.64
S: -3.75 1.39 -0.66
H: 1.36 1.02 0.61
H: 0.73 -1.11 1.73
H: 1.17 -1.18 0.05
H: -0.64 -1.19 0.48
H: 0.14 2.05 -0.95
H: -1.76 0.04 -1.88

Charges per atom according to natural (NBO) partitioning, unit e: C -0.10; C -0.56; N -0.07; N -0.44; N -0.26; N -0.31; S 0.11; H 0.18; H 0.23; H 0.25; H 0.23; H 0.37; H 0.39

---

no.,electronic energy (a.u.)
1,-696.9473
2,-696.7315